No. 1
# C28H52IN3O4OsPSi

C28H52IN3O4OsPSi as an isolated structure (ωB97M-V/def2-TZVPD, OMol25).

The geometry in ORCA input format:
```
! RIJCOSX wB97M-V def2-TZVPD def2/J DEFGRID3
* xyz 3 5
Os 0.4019 -0.8844 0.6697
I 0.6141 -6.4776 -2.0547
P 2.5353 -0.3622 0.6547
Si -0.8877 1.2132 -1.4638
O -2.0734 1.5462 -0.3613
O -1.4483 0.8645 -2.9068
O 0.2419 2.3365 -1.3839
O -0.1152 -0.2100 -1.0463
N -0.9358 -2.0342 6.4836
N -0.6714 -2.8896 0.2539
N 0.0717 -1.1592 2.5133
C 1.5035 4.2647 -1.4218
C -3.4792 -0.3600 -0.1174
C 3.0925 0.2226 -0.9984
C 0.5015 1.0005 -4.2613
C -1.9121 -4.7301 1.1003
C -1.2361 -0.5993 4.4852
C 0.4861 -2.3276 3.1137
C -0.6136 -1.6868 5.2009
C -0.3375 -5.0868 -0.7040
C -0.9268 -1.1567 -3.9855
C -0.1309 -3.6790 -0.7194
C -4.2687 1.8167 -1.0950
C 4.6626 0.4824 -0.9037
C -0.8655 0.3638 -4.1234
C 2.9828 1.1206 1.6832
C 3.0786 0.9937 3.2376
C -0.9372 4.4560 -1.8973
C -3.4678 1.1710 -0.0755
C -1.2951 -5.5930 0.1664
C -0.2319 3.9325 0.4575
C 0.2819 -2.5285 4.4384
C 3.8081 -1.7014 1.1875
C -3.7575 1.7113 1.2973
C -0.8160 -0.2852 3.2155
C 0.1156 3.7895 -1.0282
C -1.5899 -3.4077 1.0455
C 3.6470 -2.9692 0.3654
C -1.9029 0.7584 -5.2116
H -2.0633 -0.1078 5.0368
H 0.8747 -3.2272 4.9874
H 2.6144 1.1980 -1.1227
H -2.9968 -0.8412 0.7888
H -3.9209 2.8785 -1.2133
H 2.8514 -0.4856 -1.7647
H -0.2719 -2.6241 6.9383
H 5.3269 -0.4215 -0.9546
H -1.0485 5.5139 -1.6085
H 0.4175 2.0870 -4.1417
H 3.1640 2.0711 3.6092
H 1.1839 0.5671 -3.4997
H -1.3850 0.4090 -6.1434
H -2.0151 -2.7365 1.8564
H 2.2181 0.5502 3.7289
H -5.3265 1.8963 -0.7672
H -0.3584 -1.7082 -4.7503
H -4.5032 -0.6837 -0.2570
H -1.1280 3.3568 0.6792
H 0.8727 0.8099 -5.2337
H 0.4972 3.5045 1.1061
H 3.9931 -3.9177 0.8321
H 2.6385 -3.1091 -0.0785
H -1.1161 0.6020 2.6407
H -0.3918 4.9767 0.8263
H -0.6267 4.4765 -2.9458
H 4.9195 1.0713 -1.7754
H 4.0334 0.5161 3.4782
H 3.6144 -1.9571 2.2487
H 3.9737 1.4501 1.3319
H 2.2917 3.8246 -0.8402
H 4.3306 -3.0028 -0.5321
H -2.0263 1.8515 -5.2748
H -0.4872 -1.4382 -3.0565
H -3.0979 1.1867 2.0119
H 4.7724 -1.2298 1.1543
H 1.4620 5.3334 -1.2882
H -1.5935 -6.6188 0.2414
H -1.1727 -1.2521 7.0858
H -2.6303 -5.0366 1.8318
H -2.9818 -0.6777 -1.0926
H -4.3619 1.2961 -2.0579
H -3.6673 2.7905 1.5150
H 0.5994 -3.2497 -1.3768
H -2.8970 0.1854 -5.2268
H -1.9398 -1.4363 -4.0470
H 1.1649 -2.9917 2.5056
H 2.2295 1.9001 1.4684
H -1.9020 3.9552 -1.8453
H 1.6388 4.0613 -2.4599
H 4.9147 1.0355 -0.0275
H -4.8120 1.4830 1.6683
*
```

E_LUMO (spin up / spin down), eV: -9.8 / -12.4
Highest occupied orbital energy (spin up / spin down), eV: -16.64 / -16.63
E, a.u.: -2581.64664
Energy above the lowest of the compared OMol25 structures with the same formula, charge and spin, kJ/mol: 147.2

Löwdin population analysis, charges in e, atoms 1 to 8:
1 Os 1.551
2 I 0.949
3 P 0.825
4 Si 0.004
5 O -0.137
6 O -0.089
7 O -0.118
8 O -0.363

No. 2
# C28H53FGeN4O9PRb

C28H53FGeN4O9PRb as an isolated structure (ωB97M-V/def2-TZVPD, OMol25).

The geometry in ORCA input format:
```
! RIJCOSX wB97M-V def2-TZVPD def2/J DEFGRID3
* xyz -1 2
Rb 0.0761 0.1306 0.3047
Ge 3.2999 -0.9415 1.7282
P -2.5585 2.3182 1.0195
F -6.1952 -1.8017 -5.3424
O 1.5394 -0.4913 -3.5207
O -6.0513 0.9131 -6.0824
O -1.8147 -1.4996 -0.6633
O 3.4855 -0.3903 -0.0546
O -2.0703 1.3366 -3.9305
O -3.8612 -1.8991 -1.5542
O 2.2782 0.5780 2.2367
O 1.7569 -1.9647 1.3722
O 0.2783 3.3335 -0.1995
N -4.0522 1.0492 -5.0020
N 0.5412 2.5985 -1.1391
N 1.0768 0.5049 -2.6827
N -3.0473 -0.7431 -3.9348
C 1.7810 -3.0721 -0.7675
C 4.1612 1.9456 -0.0362
C 1.0786 -0.1275 4.2112
C 5.8655 0.1136 0.1110
C -2.0657 -1.3215 -3.0017
C 0.9230 1.8347 -4.7517
C 0.3933 -3.8782 1.1493
C -2.9873 0.5918 -4.2495
C -5.1898 0.3597 -5.4318
C 0.3320 2.7040 -2.3991
C -3.2518 0.0633 2.5452
C -2.3434 4.0434 1.6531
C 2.8840 -4.1201 1.2248
C 1.2832 2.2737 3.5411
C -0.4201 3.8708 -2.9634
C 4.5680 0.4468 -1.9853
C -4.2933 1.2743 -0.8986
C 4.4979 0.5139 -0.4630
C -5.1584 -1.0180 -5.0032
C -2.6527 -1.6096 -1.5937
C -3.6004 4.8095 2.0578
C 3.2811 1.0482 4.4007
C -4.1454 -1.4985 -4.2805
C 1.7225 -3.2364 0.7596
C -3.8863 2.5879 -0.2334
C 0.8106 1.5971 -3.2772
C 1.9963 0.9220 3.5734
C -3.5536 1.5605 2.3922
H -4.1493 -2.5187 -3.9290
H 3.1686 2.2096 -0.4072
H 0.2055 4.4375 -3.6552
H 6.6603 0.7404 -0.3065
H -3.3033 2.0863 3.3173
H 3.9776 1.7213 3.8928
H 4.7943 -0.5757 -2.3016
H 2.6887 -2.5236 -1.0381
H -4.7477 3.0637 0.2403
H 2.7780 -5.1353 0.8311
H -3.4909 3.2874 -0.9787
H -5.0971 1.4275 -1.6222
H -2.2119 -0.0906 2.8422
H 1.5673 -1.1050 4.2067
H -0.0790 1.9377 -5.1795
H -0.7437 4.5303 -2.1609
H 0.3313 -3.9572 2.2386
H -4.2227 5.0459 1.1938
H -1.7396 -2.2794 -3.4091
H -1.6591 3.9602 2.5034
H 4.1350 2.0250 1.0521
H 1.4791 2.7529 -4.9522
H 0.1545 -0.2209 3.6340
H -4.6188 1.7188 2.2058
H -3.4468 0.8285 -1.4156
H 1.7780 -4.0445 -1.2712
H -1.7898 4.5922 0.8869
H 0.9579 2.5751 4.5421
H -1.2186 -0.6491 -2.9438
H 5.3463 1.1146 -2.3694
H 3.6091 0.7397 -2.4179
H -3.3344 5.7542 2.5389
H 4.8928 2.6570 -0.4341
H 5.8786 0.2143 1.1988
H 3.7678 0.0773 4.5099
H -4.0143 2.0272 -5.2430
H -3.4044 -0.4820 1.6101
H -1.2967 3.5037 -3.5047
H -3.8829 -0.3932 3.3111
H -4.6409 0.5358 -0.1730
H 1.9511 3.0401 3.1378
H 0.2992 -4.8797 0.7161
H 3.0661 1.4487 5.3968
H 3.8426 -3.7149 0.8899
H 0.9036 -2.5076 -1.1070
H 2.9003 -4.1629 2.3168
H 0.4063 2.2147 2.8872
H 0.8229 0.1390 5.2418
H 6.0736 -0.9321 -0.1324
H -0.4397 -3.2645 0.7940
H -4.2111 4.2410 2.7632
H 1.4245 1.0007 -5.2284
H 1.7938 -1.1834 -2.8941
*
```

E_LUMO (spin up / spin down), eV: 1.9 / 1.1
Highest occupied orbital energy (spin up / spin down), eV: -4.35 / -4.35
E, a.u.: -4537.25179
Energy above the lowest of the compared OMol25 structures with the same formula, charge and spin, kJ/mol: 44.2

Löwdin population analysis, charges in e, atoms 1 to 8:
1 Rb 0.756
2 Ge 0.916
3 P 0.930
4 F 0.077
5 O -0.041
6 O 0.079
7 O -0.201
8 O -0.345

No. 3
# C28H53GdO2PSe2Si2

C28H53GdO2PSe2Si2 as an isolated structure (ωB97M-V/def2-TZVPD, OMol25).

The geometry in ORCA input format:
```
! RIJCOSX wB97M-V def2-TZVPD def2/J DEFGRID3
* xyz 1 8
Gd 1.3995 0.0952 0.3718
Se -0.7418 -1.6977 1.5108
Se -1.0771 1.4702 1.0543
P -1.9065 -0.0884 2.4412
Si 3.1195 -1.2173 2.1150
Si -2.2061 1.1191 -3.6458
O 3.0486 1.0065 -0.8818
O 2.9686 -1.3465 -6.3225
C -3.6979 -0.4688 2.5290
C -2.1132 0.5069 6.5318
C 3.0365 2.3413 -1.5913
C -5.9487 0.2958 3.0559
C -1.5249 0.3220 4.1865
C 3.4190 -0.1382 -1.7327
C -4.5955 0.5802 2.8065
C 2.4220 -2.3527 0.6438
C 2.3019 -2.2771 -5.4613
C -0.0450 1.4833 5.7295
C -4.1623 -1.7894 2.4955
C 2.6724 0.6274 2.0904
C -6.3995 -1.0298 3.0314
C 2.7106 0.4006 -7.9784
C -0.9565 1.2516 6.7733
C -5.5098 -2.0680 2.7475
C -2.3868 0.0112 5.2532
C -2.1828 -0.7059 -4.1166
C 4.9502 -1.2998 1.8443
C 4.0923 3.1441 -0.9052
C -3.2871 1.2588 -2.1130
C 2.4277 -1.9108 3.6875
C 4.4895 0.1915 -2.7633
C 2.0825 -0.3409 -6.8265
C -0.3389 1.0139 4.4497
C 3.2793 -3.3303 -4.9900
C -0.4316 1.3257 -3.1940
C -2.3925 2.4438 -4.8993
H -0.7525 1.6511 7.7702
H 3.1717 -2.5547 -0.1325
H -2.5511 -1.3377 -3.2953
H 4.3033 4.0929 -1.4095
H -0.3768 2.0739 -2.3782
H 2.7485 -4.1744 -4.5750
H -4.2355 1.6050 2.8416
H 0.3769 1.5225 -3.9037
H 2.1378 1.0424 2.9328
H 5.1838 0.9809 -2.4248
H 2.0049 1.1359 -8.3397
H -3.2850 -0.5966 5.0871
H 4.0358 0.4302 -3.7408
H -2.8157 0.3088 7.3493
H 3.7975 -0.9176 -1.0648
H -5.8729 -3.0995 2.7345
H -2.0859 3.4054 -4.4774
H 3.8263 3.3636 0.1283
H 3.8909 -3.6749 -5.8162
H 3.5127 1.3305 1.8459
H 5.2226 -1.4575 0.7903
H 5.1054 -0.6878 -2.9284
H -3.1286 2.1781 -1.5319
H 2.2275 -3.3034 1.1574
H 1.4525 -2.2081 0.0818
H 0.8752 2.0272 5.9184
H 1.4557 -2.7492 -6.0106
H -3.1567 0.4334 -1.3951
H 1.1392 -0.7985 -7.1494
H 2.7019 -1.1998 4.4735
H -0.4074 0.3338 -2.7974
H 0.3418 1.2272 3.6273
H 1.8388 0.3660 -6.0243
H 5.3654 -0.3452 2.1909
H -1.7545 2.1993 -5.7515
H -4.3150 1.2531 -2.4912
H -6.6375 1.1058 3.2792
H 5.3248 -2.1287 2.4558
H 3.6254 0.9073 -7.6834
H -3.4469 2.4558 -5.1724
H -1.1558 -1.0217 -4.3389
H 2.8609 -2.8865 3.9244
H 2.0213 2.7270 -1.5452
H 1.8416 -1.7649 -4.5840
H 5.0181 2.5661 -0.9255
H 2.9440 -0.2817 -8.7907
H -7.4551 -1.2445 3.2390
H 3.9313 -2.9078 -4.2353
H -2.7832 -0.8814 -5.0078
H 3.2823 2.1705 -2.6593
H 2.5206 -0.5397 -2.2278
H -3.4624 -2.6048 2.2809
H 1.3332 -2.0002 3.6695
*
```

E_LUMO (spin up / spin down), eV: -2.7 / -5.7
Highest occupied orbital energy (spin up / spin down), eV: -7.67 / -10.30
E, a.u.: -7737.65584
Energy above the lowest of the compared OMol25 structures with the same formula, charge and spin, kJ/mol: 0.0

Löwdin population analysis, charges in e, atoms 1 to 8:
1 Gd 0.863
2 Se 0.447
3 Se 0.384
4 P 0.278
5 Si 0.366
6 Si 0.422
7 O -0.405
8 O -0.163

No. 4
# C28H53N3O8S4

A 7-piece molecular cluster, C28H53N3O8S4 overall (ωB97M-V/def2-TZVPD, OMol25).

The geometry in ORCA input format:
```
! RIJCOSX wB97M-V def2-TZVPD def2/J DEFGRID3
* xyz 0 1
S -0.5077 4.6330 -0.0212
S -0.1450 -6.5298 -2.4949
S -2.1640 -1.0162 6.1072
S 3.1592 1.9747 1.1050
O -0.7491 -7.7733 -2.9177
O -2.2401 -0.7871 7.5394
O -0.4573 3.5440 0.9324
O -0.1149 5.9850 0.3484
O 1.2210 -6.3802 -2.0543
O -3.1940 -1.5734 5.3037
O 2.6453 0.8375 1.8489
O 2.8536 2.1333 -0.3515
N -6.4836 1.3199 -4.6482
N -1.7863 1.3691 -1.4704
N 5.9622 0.4786 -1.0214
C -1.2577 -5.8833 -1.2087
C 3.9327 -2.3035 -0.8721
C -1.1945 1.0283 -0.5592
C -0.4224 0.4802 0.5657
C 0.3442 4.2622 -1.5981
C -4.4626 -0.9938 -2.4977
C -0.6612 4.5196 -2.6885
C 5.0022 -1.7957 -1.8630
C 4.0275 4.2273 2.2542
C 5.5593 -0.5214 -1.4328
C 4.9754 2.0917 1.3883
C -1.5909 0.5248 5.3734
C -0.4767 0.1348 4.4713
C -1.9348 5.2222 -2.1507
C -2.0360 -1.4432 0.9226
C -0.5778 -1.0530 0.6848
C 2.6701 3.4874 1.9523
C -3.9337 0.8959 -4.1111
C -0.6416 -1.9868 5.7029
C -0.4676 -5.2119 -3.6805
C -1.7820 -4.5412 -3.2206
C 2.7536 -1.3494 -0.6569
C -2.1225 4.7370 -0.7248
C 0.3814 -0.9682 5.2015
C -5.3699 1.1506 -4.4339
C -1.5884 -4.4056 -1.6729
C 5.0343 3.1110 2.5144
C -3.6815 -0.5928 -3.7130
H -0.3723 -5.6063 -4.6759
H 5.2665 1.0641 1.5731
H 1.0964 -1.4450 4.5289
H -0.9697 3.5200 -2.9999
H 4.5131 -1.6286 -2.8317
H 0.3216 -4.4551 -3.5538
H -2.5972 -5.2285 -3.4455
H -3.8519 -1.2383 -4.6258
H -4.1992 -1.9656 -2.0596
H 1.1346 4.9663 -1.6255
H 0.7626 3.2566 -1.6806
H -0.2548 5.0388 -3.5471
H 5.8185 -2.5050 -2.0559
H -2.4407 -4.0986 -1.0998
H -0.6950 0.9571 1.4936
H -2.4465 -0.9692 1.8264
H -3.3736 1.1455 -5.0079
H 0.0336 -1.3295 1.5525
H -2.4983 0.9596 4.9738
H -2.6034 -1.1552 0.0482
H 2.1471 -1.7632 0.1199
H 2.1899 -1.3776 -1.5874
H 0.9927 -0.5721 6.0116
H -0.9392 -0.2525 3.5468
H 5.4017 2.4335 0.4270
H -2.4184 3.6962 -0.8397
H -0.8387 -2.7507 4.9447
H 3.9246 4.8513 3.1177
H -2.1539 -6.4979 -1.2563
H 2.1748 3.4168 2.8958
H -0.6704 -6.0014 -0.2901
H -1.2945 1.2208 6.1607
H 6.0533 3.4610 2.4805
H -0.3389 -2.5073 6.6048
H 4.8693 2.6937 3.4817
H 4.2687 4.8767 1.4228
H -2.5971 -0.6716 -3.4740
H 0.0407 1.0820 4.1904
H -1.7359 6.2657 -2.1185
H -5.5389 -1.0034 -2.7689
H -1.9146 -3.5836 -3.7012
H 4.5031 -2.4881 0.0545
H -0.7376 -3.7031 -1.4580
H -4.2339 -0.2187 -1.7388
H 0.6416 0.7330 0.3270
H -2.8803 5.0808 -2.6424
H 3.4745 -3.2445 -1.2286
H 3.0187 -0.3709 -0.3122
H 2.0297 4.0553 1.2471
H -2.7972 5.3601 -0.1179
H -0.0467 -1.5566 -0.1185
H -3.5570 1.5280 -3.3201
H -2.1595 -2.5131 0.9999
*
```

E_LUMO, eV: 0.2
Structure (SMILES): O=S1(=O)CCCC1.O=S1(=O)CCCC1.O=S1(=O)CCCC1.O=S1(=O)CCCC1.CCCC#N.CCCC#N.CCCC#N
Highest occupied orbital energy, eV: -10.37
E, a.u.: -3457.52940
Energy above the lowest of the compared OMol25 structures with the same formula, charge and spin, kJ/mol: 0.0

Löwdin population analysis, charges in e, atoms 1 to 8:
1 S 0.678
2 S 0.665
3 S 0.676
4 S 0.702
5 O -0.326
6 O -0.331
7 O -0.335
8 O -0.324